Entry 1:
{"formula": "C41H69CrN3P2Si", "method": "ωB97M-V/def2-TZVPD", "e_homo_ev": [-12.3, -11.7], "charge": 2, "homo_lumo_gap_ev": [6.95, 6.40], "e_lumo_ev": [-5.34, -5.34], "spin_multiplicity": 5, "fmax_ev_per_a": 0.69, "elements": ["Cr", "C", "Si", "C", "C", "C", "C", "C", "C", "P", "C", "C", "C", "C", "C", "C", "C", "C", "C", "C", "C", "C", "C", "C", "C", "C", "C", "C", "P", "C", "C", "C", "C", "C", "C", "C", "C", "C", "C", "C", "C", "H", "H", "H", "H", "H", "H", "H", "H", "H", "H", "H", "H", "H", "H", "H", "H", "H", "H", "H", "H", "H", "H", "H", "H", "H", "H", "H", "H", "H", "H", "H", "H", "H", "H", "H", "H", "H", "H", "H", "H", "H", "H", "H", "H", "H", "H", "H", "H", "H", "H", "H", "H", "H", "H", "H", "N", "H", "H", "H", "N", "C", "C", "N", "C", "C", "H", "H", "H", "H", "H", "H", "H", "H", "H", "H", "H"], "xyz": [[-0.163, -0.211, -0.978], [1.581, 2.704, -2.822], [0.590, 2.125, -1.320], [-0.954, 3.220, -1.303], [-0.918, 4.528, -1.800], [-2.057, 5.308, -1.887], [-3.281, 4.791, -1.486], [-3.346, 3.504, -0.985], [-2.193, 2.718, -0.890], [-2.244, 1.040, -0.183], [-3.844, 0.263, -0.702], [-5.106, 0.555, 0.127], [-6.325, -0.166, -0.442], [-6.104, -1.669, -0.526], [-4.851, -1.980, -1.336], [-3.637, -1.248, -0.774], [-2.304, 1.218, 1.648], [-0.889, 1.271, 2.230], [-0.910, 1.291, 3.756], [-1.745, 2.452, 4.282], [-3.151, 2.420, 3.696], [-3.115, 2.409, 2.170], [1.663, 2.449, 0.206], [1.832, 3.731, 0.732], [2.606, 3.959, 1.857], [3.251, 2.898, 2.479], [3.110, 1.620, 1.970], [2.313, 1.384, 0.847], [2.084, -0.293, 0.153], [3.644, -0.884, -0.642], [4.921, -0.862, 0.234], [5.746, 0.424, 0.159], [5.978, 0.880, -1.271], [4.645, 1.074, -1.976], [3.876, -0.242, -2.021], [1.690, -1.494, 1.533], [2.154, -2.931, 1.235], [1.509, -3.925, 2.195], [1.813, -3.563, 3.644], [1.413, -2.125, 3.947], [2.064, -1.143, 2.980], [1.945, 3.723, -2.672], [0.989, 2.713, -3.739], [2.461, 2.085, -2.994], [0.020, 4.947, -2.142], [-1.996, 6.315, -2.276], [-4.178, 5.389, -1.561], [-4.302, 3.117, -0.666], [-4.014, 0.625, -1.727], [-5.312, 1.622, 0.188], [-4.933, 0.215, 1.154], [-6.538, 0.228, -1.443], [-7.203, 0.059, 0.165], [-6.974, -2.163, -0.960], [-5.989, -2.080, 0.483], [-5.007, -1.668, -2.376], [-4.664, -3.058, -1.357], [-2.752, -1.435, -1.385], [-3.414, -1.628, 0.233], [-2.776, 0.285, 1.992], [-0.383, 2.169, 1.860], [-0.296, 0.423, 1.867], [0.112, 1.350, 4.137], [-1.329, 0.346, 4.122], [-1.261, 3.395, 4.007], [-1.784, 2.431, 5.372], [-3.732, 3.275, 4.045], [-3.675, 1.526, 4.051], [-2.640, 3.330, 1.814], [-4.127, 2.411, 1.767], [1.337, 4.573, 0.262], [2.710, 4.961, 2.252], [3.863, 3.066, 3.355], [3.631, 0.805, 2.454], [3.410, -1.940, -0.832], [5.556, -1.695, -0.087], [4.664, -1.076, 1.275], [6.697, 0.252, 0.666], [5.250, 1.227, 0.706], [6.571, 0.135, -1.812], [6.558, 1.804, -1.283], [4.789, 1.444, -2.993], [4.056, 1.833, -1.451], [4.450, -0.953, -2.627], [2.918, -0.094, -2.532], [0.587, -1.522, 1.524], [3.242, -2.982, 1.334], [1.959, -3.230, 0.194], [1.856, -4.937, 1.976], [0.422, -3.924, 2.041], [2.886, -3.684, 3.820], [1.312, -4.255, 4.321], [1.678, -1.864, 4.972], [0.323, -2.022, 3.876], [3.153, -1.188, 3.095], [1.762, -0.123, 3.216], [-1.250, 0.158, -3.390], [-1.798, 0.931, -3.016], [-1.860, -0.302, -4.062], [-0.530, 0.615, -3.946], [0.222, -4.747, -3.408], [1.387, -3.813, -3.188], [0.856, -2.438, -2.824], [-0.027, -2.452, -1.655], [-1.138, -3.389, -1.848], [-0.680, -4.796, -2.199], [0.556, -5.685, -3.636], [-0.316, -4.429, -4.218], [1.977, -3.811, -4.104], [1.975, -4.258, -2.384], [0.297, -2.007, -3.659], [1.698, -1.771, -2.636], [0.512, -2.731, -0.834], [-1.791, -2.989, -2.628], [-1.739, -3.440, -0.941], [-1.507, -5.460, -2.443], [-0.083, -5.244, -1.402]]}



Entry 2:
{"formula": "C41H69N2O24S5", "method": "ωB97M-V/def2-TZVPD", "e_homo_ev": -10.5, "charge": 1, "homo_lumo_gap_ev": 6.22, "e_lumo_ev": -4.27, "fmax_ev_per_a": 10.23, "elements": ["C", "C", "C", "N", "C", "C", "C", "O", "O", "C", "C", "C", "C", "C", "C", "C", "C", "C", "C", "C", "O", "C", "C", "C", "C", "C", "O", "C", "C", "C", "C", "C", "C", "C", "N", "C", "C", "H", "H", "H", "H", "H", "H", "H", "H", "H", "H", "H", "H", "H", "H", "H", "H", "H", "H", "H", "H", "H", "H", "H", "H", "H", "H", "H", "H", "H", "H", "H", "H", "H", "H", "H", "H", "H", "H", "H", "H", "H", "H", "H", "H", "H", "H", "H", "H", "H", "C", "C", "O", "S", "O", "O", "O", "H", "H", "H", "H", "C", "C", "O", "S", "O", "O", "O", "H", "H", "H", "H", "C", "C", "O", "S", "O", "O", "O", "H", "H", "H", "H", "C", "C", "O", "S", "O", "O", "O", "H", "H", "H", "H", "C", "C", "O", "S", "O", "O", "O", "H", "H", "H", "H"], "xyz": [[1.043, 1.824, 8.615], [2.244, 1.052, 8.589], [3.311, -0.177, 8.356], [3.199, -0.876, 7.020], [3.822, -0.285, 5.925], [4.698, 1.091, 5.785], [3.856, 2.484, 5.966], [4.142, 3.228, 7.071], [2.795, 2.997, 5.086], [3.629, -1.226, 4.588], [4.699, -1.126, 3.350], [4.436, 0.100, 2.296], [3.851, -0.461, 0.833], [5.107, -0.761, -0.176], [4.757, -0.676, -1.774], [3.160, -0.630, -2.140], [2.712, 0.959, -2.230], [1.148, 1.240, -1.808], [0.077, 0.159, -2.437], [-1.464, 0.757, -2.196], [-2.113, -0.035, -1.110], [-3.553, 0.258, -1.026], [3.506, -2.669, 5.425], [4.963, -3.361, 5.686], [5.725, -2.913, 7.065], [2.534, -2.220, 6.650], [2.448, -2.953, 7.904], [2.499, -4.405, 7.774], [1.479, -5.080, 6.689], [2.022, -6.642, 6.440], [1.637, -7.654, 7.671], [0.983, -1.753, 6.378], [0.185, -1.740, 4.960], [-1.340, -1.252, 4.910], [-2.282, -0.806, 5.973], [-1.523, -0.878, 7.252], [-0.006, -1.275, 7.581], [0.106, 2.529, 8.710], [3.215, -0.884, 9.294], [4.395, 0.315, 8.447], [5.308, 1.190, 4.778], [5.523, 1.051, 6.646], [2.472, 3.861, 5.527], [2.658, -0.779, 4.113], [4.713, -2.177, 2.784], [5.778, -0.989, 3.825], [3.679, 0.896, 2.699], [5.482, 0.645, 2.107], [3.099, 0.358, 0.468], [3.241, -1.476, 0.976], [5.933, 0.069, 0.044], [5.645, -1.800, 0.036], [5.232, -1.609, -2.345], [5.259, 0.276, -2.282], [2.472, -1.287, -1.457], [3.042, -1.057, -3.242], [3.414, 1.652, -1.561], [2.840, 1.299, -3.344], [0.879, 2.316, -2.248], [1.055, 1.360, -0.631], [0.253, 0.067, -3.594], [0.167, -0.894, -1.892], [-2.069, 0.687, -3.213], [-1.391, 1.881, -1.803], [-4.130, -0.785, -0.988], [-3.958, 0.839, -1.957], [-3.788, 0.858, -0.025], [2.985, -3.357, 4.616], [5.739, -3.253, 4.813], [4.763, -4.534, 5.787], [6.412, -1.980, 6.779], [5.027, -2.557, 7.934], [6.467, -3.744, 7.442], [2.182, -4.847, 8.838], [3.592, -4.851, 7.596], [1.469, -4.586, 5.628], [0.365, -5.213, 7.095], [1.626, -7.001, 5.386], [3.209, -6.644, 6.354], [1.955, -8.749, 7.316], [0.495, -7.591, 7.920], [2.233, -7.442, 8.674], [0.734, -2.088, 3.976], [-1.829, -1.241, 3.818], [-2.182, -0.578, 8.205], [0.398, -1.226, 8.687], [-6.046, 1.388, -6.188], [-4.549, 1.346, -5.894], [-4.450, 1.114, -4.491], [-5.714, 0.200, -4.015], [-5.278, -1.178, -3.956], [-6.370, 0.865, -2.914], [-6.627, 0.387, -5.353], [-6.476, 2.356, -5.908], [-6.267, 1.183, -7.239], [-4.045, 2.276, -6.168], [-4.070, 0.507, -6.410], [-10.430, 5.092, -6.276], [-9.475, 4.565, -5.208], [-8.338, 4.090, -5.926], [-8.136, 5.003, -7.262], [-7.140, 6.011, -6.973], [-8.059, 4.127, -8.408], [-9.601, 5.719, -7.253], [-10.969, 4.272, -6.762], [-11.148, 5.809, -5.870], [-9.917, 3.763, -4.613], [-9.143, 5.370, -4.544], [-2.285, 4.747, 0.190], [-2.703, 6.209, 0.053], [-2.633, 6.488, -1.343], [-2.999, 5.133, -2.173], [-4.394, 5.197, -2.550], [-1.939, 4.877, -3.121], [-2.854, 4.081, -0.936], [-1.197, 4.641, 0.134], [-2.646, 4.300, 1.120], [-2.051, 6.882, 0.615], [-3.740, 6.354, 0.375], [7.907, -1.307, -6.429], [7.954, -1.423, -4.907], [6.820, -0.694, -4.443], [5.622, -0.820, -5.543], [4.727, -1.872, -5.117], [5.169, 0.510, -5.880], [6.526, -1.388, -6.775], [8.285, -0.335, -6.762], [8.471, -2.104, -6.921], [8.875, -1.013, -4.486], [7.840, -2.464, -4.588], [-8.491, 0.073, -10.554], [-7.692, -1.204, -10.796], [-6.399, -0.763, -11.205], [-6.061, 0.649, -10.461], [-5.252, 0.364, -9.297], [-5.683, 1.615, -11.466], [-7.574, 0.989, -9.958], [-8.840, 0.505, -11.497], [-9.346, -0.095, -9.893], [-8.143, -1.839, -11.563], [-7.576, -1.779, -9.871]]}



Entry 3:
{"formula": "C41H69NO23", "method": "ωB97M-V/def2-TZVPD", "e_homo_ev": [-11.2, -11.2], "charge": 1, "homo_lumo_gap_ev": [4.86, 2.91], "e_lumo_ev": [-6.37, -8.32], "spin_multiplicity": 2, "fmax_ev_per_a": 5.65, "elements": ["C", "O", "C", "C", "O", "C", "H", "H", "H", "H", "H", "H", "H", "H", "H", "H", "C", "O", "C", "C", "O", "C", "H", "H", "H", "H", "H", "H", "H", "H", "H", "H", "C", "O", "C", "C", "O", "C", "H", "H", "H", "H", "H", "H", "H", "H", "H", "H", "C", "O", "C", "C", "O", "C", "H", "H", "H", "H", "H", "H", "H", "H", "H", "H", "C", "O", "C", "C", "O", "C", "H", "H", "H", "H", "H", "H", "H", "H", "H", "H", "C", "O", "N", "C", "C", "H", "H", "H", "H", "H", "H", "H", "C", "C", "C", "O", "C", "C", "C", "O", "O", "O", "H", "H", "H", "H", "C", "C", "C", "O", "C", "C", "C", "O", "O", "O", "H", "H", "H", "H", "C", "C", "C", "O", "C", "C", "C", "O", "O", "O", "H", "H", "H", "H"], "xyz": [[-2.022, 2.538, 5.612], [-0.770, 2.782, 4.961], [-0.462, 4.172, 4.995], [0.861, 4.342, 4.157], [2.094, 4.360, 4.852], [2.358, 5.586, 5.565], [-2.367, 1.509, 5.703], [-2.809, 2.884, 4.941], [-2.087, 3.042, 6.576], [-0.407, 4.305, 6.075], [-1.335, 4.600, 4.502], [0.604, 5.192, 3.524], [0.770, 3.562, 3.401], [1.734, 6.377, 5.148], [3.379, 5.903, 5.353], [2.103, 5.554, 6.624], [-3.376, 4.753, 1.864], [-1.991, 5.105, 1.588], [-1.675, 5.467, 0.231], [-0.262, 6.044, 0.243], [0.603, 5.098, 0.666], [1.853, 5.689, 0.795], [-3.375, 3.746, 1.449], [-3.987, 5.502, 1.359], [-3.701, 4.730, 2.905], [-2.353, 6.305, 0.070], [-1.952, 4.748, -0.540], [-0.194, 6.993, 0.775], [-0.088, 6.290, -0.804], [2.263, 6.076, -0.138], [2.529, 4.867, 1.030], [2.008, 6.445, 1.564], [-4.427, 3.676, -2.372], [-5.456, 2.759, -2.007], [-5.216, 2.248, -0.692], [-3.980, 1.382, -0.325], [-4.158, -0.043, -0.710], [-4.135, -0.471, -2.149], [-3.909, 4.183, -1.558], [-4.893, 4.474, -2.950], [-3.655, 3.157, -2.941], [-6.048, 1.558, -0.553], [-5.268, 3.034, 0.061], [-3.864, 1.383, 0.759], [-3.093, 1.852, -0.749], [-3.538, 0.279, -2.669], [-5.098, -0.556, -2.654], [-3.752, -1.483, -2.275], [6.067, 2.170, 0.146], [5.021, 3.143, -0.072], [3.757, 2.577, -0.325], [3.661, 2.023, -1.790], [3.944, 0.616, -1.791], [4.340, 0.067, -3.014], [5.825, 1.401, 0.879], [6.860, 2.817, 0.520], [6.450, 1.693, -0.756], [2.988, 3.310, -0.082], [3.563, 1.769, 0.381], [4.365, 2.612, -2.379], [2.662, 2.084, -2.221], [5.403, 0.008, -3.246], [3.880, 0.625, -3.830], [3.937, -0.927, -3.211], [3.508, -1.746, 0.746], [3.747, -2.989, 0.153], [2.599, -3.875, 0.348], [2.740, -5.203, -0.494], [4.024, -5.815, -0.205], [4.074, -6.640, 0.896], [4.521, -1.351, 0.666], [3.358, -1.835, 1.822], [2.650, -1.200, 0.356], [1.715, -3.488, -0.157], [2.480, -3.941, 1.430], [2.820, -5.010, -1.564], [1.990, -5.974, -0.318], [3.763, -7.670, 0.725], [3.543, -6.232, 1.756], [5.098, -6.649, 1.268], [-0.149, 0.289, 1.913], [0.110, -0.885, 2.113], [-0.318, 0.912, 0.740], [-0.225, 2.367, 0.610], [-0.064, 0.204, -0.539], [-0.291, 1.056, 2.690], [0.760, 2.703, 0.286], [-0.393, 2.844, 1.575], [-0.885, 2.746, -0.170], [0.024, -0.882, -0.558], [-0.939, 0.335, -1.176], [0.855, 0.708, -0.839], [0.256, -3.820, 5.368], [0.399, -3.417, 4.122], [-0.307, -4.078, 2.957], [-0.026, -3.864, 1.758], [-1.420, -4.925, 3.410], [-1.535, -5.448, 4.634], [-0.543, -5.020, 5.760], [-0.530, -5.496, 6.876], [-2.483, -6.322, 4.993], [1.470, -2.671, 3.735], [0.979, -3.441, 6.075], [-2.221, -5.159, 2.724], [-2.221, -6.698, 5.837], [1.166, -2.050, 3.069], [-2.607, -5.034, -3.061], [-3.281, -4.970, -1.842], [-2.644, -4.328, -0.688], [-2.933, -4.241, 0.539], [-1.409, -3.460, -1.135], [-0.841, -3.581, -2.381], [-1.274, -4.549, -3.407], [-0.728, -4.835, -4.460], [0.167, -2.672, -2.666], [-4.552, -5.373, -1.711], [-3.205, -5.468, -3.848], [-1.064, -2.668, -0.487], [0.716, -3.043, -3.360], [-4.902, -6.002, -2.346], [-1.715, -2.237, -6.486], [-0.994, -1.649, -5.555], [0.452, -1.303, -5.856], [1.124, -0.597, -5.182], [0.951, -1.807, -7.088], [0.225, -2.492, -7.997], [-1.243, -2.924, -7.686], [-1.984, -3.651, -8.267], [0.748, -3.018, -9.166], [-1.614, -1.007, -4.446], [-2.746, -2.085, -6.201], [1.981, -1.589, -7.329], [0.127, -3.303, -9.841], [-1.028, -0.465, -3.913]]}